Record 1
Entry from OMol25: a 2-piece molecular cluster, C5H4N2O overall in a non-equilibrium geometry (ωB97M-V/def2-TZVPD).

Last column: Mulliken charge in e.
Cartesian coordinates (Å):
C (0.724, -0.308, 0.287)  0.9446
C (0.117, -1.455, 0.190)  -0.7195
C (-1.344, 0.145, -0.379)  -0.5278
C (-0.080, 0.729, -0.150)  0.3841
C (0.481, 2.015, -0.305)  -0.0519
H (1.938, 1.256, 1.268)  0.4036
H (0.434, -2.489, 0.532)  0.3214
H (-1.819, -1.994, -0.175)  0.2420
H (-2.233, 0.307, -1.220)  0.2295
N (-1.226, -1.196, 0.006)  -0.0428
N (1.094, 2.941, -0.718)  -0.4883
O (1.913, 0.048, 0.663)  -0.6949

## Properties
E_LUMO: -0.006 Ha
frontier orbital gap: 8.469 eV
E_HOMO: -8.6 eV

***

Record 2
Entry from OMol25: C27H12AuBrF4N5S5Te as an isolated structure (ωB97M-V/def2-TZVPD).

Last column: Löwdin spin population.
Cartesian coordinates (Å):
Au (1.124, 0.489, 1.378)  0.0487
Te (-0.440, -0.470, 3.204)  0.7247
C (0.318, 0.517, 4.888)  0.0648
C (-0.323, 0.307, 6.113)  0.0428
C (0.171, 0.897, 7.263)  -0.0049
C (1.300, 1.703, 7.202)  0.0539
C (1.947, 1.907, 5.988)  -0.0040
C (1.458, 1.321, 4.835)  0.0378
H (-1.207, -0.316, 6.166)  0.0003
H (-0.326, 0.729, 8.210)  -0.0012
H (1.673, 2.179, 8.099)  0.0030
H (2.834, 2.525, 5.944)  -0.0011
H (1.960, 1.486, 3.889)  -0.0005
C (2.095, -5.341, 1.114)  0.0198
S (2.889, -5.436, -0.509)  0.1147
C (3.626, -3.899, -0.811)  0.2318
C (3.196, -2.599, -0.487)  0.1032
S (1.718, -2.155, 0.166)  0.3085
S (4.334, -1.334, -0.920)  -0.0169
C (5.500, -2.319, -1.755)  -0.0111
S (6.848, -1.756, -2.443)  0.1471
S (5.081, -4.017, -1.744)  0.0771
H (1.722, -6.350, 1.283)  -0.0001
H (1.283, -4.628, 1.114)  0.0028
H (2.835, -5.088, 1.869)  0.0024
Br (-2.574, 1.073, 0.467)  0.0323
C (-2.544, -0.568, -0.616)  0.0002
C (-3.809, -0.771, -1.509)  -0.0051
C (-4.399, -2.137, -1.419)  -0.0022
C (-3.772, -3.096, -0.742)  -0.0025
C (-2.606, -2.778, 0.081)  0.0008
N (-2.065, -1.627, 0.206)  0.0006
H (-4.555, 0.021, -1.483)  -0.0021
H (-5.328, -2.319, -1.945)  0.0001
H (-4.162, -4.104, -0.708)  -0.0003
H (-2.186, -3.561, 0.708)  0.0002
F (-1.445, -2.700, -3.657)  -0.0218
C (-0.353, -2.102, -4.092)  -0.0577
C (0.349, -2.747, -5.055)  0.0601
F (-0.137, -3.884, -5.515)  0.0223
C (1.622, -2.295, -5.530)  -0.0536
C (2.083, -1.075, -4.936)  0.0555
C (1.377, -0.426, -3.984)  -0.0558
F (1.863, 0.715, -3.517)  -0.0203
C (0.123, -0.899, -3.470)  0.0417
C (-0.493, -0.271, -2.382)  -0.1687
C (0.238, 0.587, -1.516)  -0.0200
N (0.772, 1.210, -0.708)  -0.0792
C (-1.877, -0.469, -1.966)  -0.0024
N (-2.920, -0.648, -2.694)  -0.0783
F (3.226, -0.556, -5.343)  0.0213
C (2.362, -3.001, -6.470)  0.1717
C (3.714, -2.684, -6.792)  0.0139
N (4.828, -2.507, -7.022)  0.0956
C (1.859, -4.139, -7.167)  0.0140
N (1.498, -5.045, -7.778)  0.0960

## Properties
total charge: +1
E_LUMO (spin up / spin down): -0.208 / -0.201 Ha
frontier orbital gap (spin up / spin down): 4.986 / 5.794 eV
spin multiplicity: 3
E_HOMO (spin up / spin down): -10.7 / -11.3 eV

***

Record 3
Entry from OMol25: CH2BrN in the gas phase in a non-equilibrium geometry (ωB97M-V/def2-TZVPD).

Last column: Mulliken charge in e.
Cartesian coordinates (Å):
C (-1.961, 0.735, -1.520)  -0.2641
N (-0.940, -1.159, 0.423)  -0.5496
Br (-2.503, -0.251, -0.059)  0.3081
H (-0.778, -2.113, 0.796)  0.2219
H (-0.376, -0.943, -0.409)  0.2837

## Properties
E_LUMO (spin up / spin down): -0.022 / -0.022 Ha
frontier orbital gap (spin up / spin down): 7.602 / 7.601 eV
E_HOMO (spin up / spin down): -8.2 / -8.2 eV

***

Record 4
Entry from OMol25: C27H49N7P2Tb as an isolated structure (ωB97M-V/def2-TZVPD).

Last column: Löwdin spin population.
Cartesian coordinates (Å):
Tb (0.091, 0.861, 0.180)  6.1265
C (-3.708, 1.516, 1.452)  0.0000
C (-2.810, 0.414, 1.970)  -0.0001
N (-2.097, -0.364, 0.919)  -0.0167
C (-1.692, -1.687, 1.485)  -0.0008
C (-0.849, -1.494, 2.727)  -0.0006
N (0.332, -0.660, 2.412)  -0.0143
C (1.133, -0.348, 3.630)  -0.0005
C (1.926, 0.935, 3.482)  -0.0001
C (1.030, 2.159, 3.337)  -0.0004
N (0.930, 2.675, 1.938)  -0.0181
C (0.078, 3.899, 1.940)  -0.0008
C (-1.392, 3.539, 1.943)  -0.0005
N (-1.640, 2.747, 0.724)  -0.0153
C (-3.062, 2.445, 0.440)  0.0001
H (-4.061, 2.078, 2.319)  0.0000
H (-4.603, 1.089, 0.995)  0.0000
H (-3.416, -0.271, 2.570)  -0.0001
H (-2.052, 0.827, 2.639)  0.0002
H (-2.767, -0.571, 0.179)  0.0001
H (-1.145, -2.251, 0.722)  -0.0001
H (-2.578, -2.273, 1.742)  -0.0001
H (-0.549, -2.474, 3.109)  -0.0003
H (-1.416, -1.013, 3.520)  0.0000
H (0.926, -1.278, 1.868)  -0.0004
H (1.796, -1.185, 3.859)  -0.0002
H (0.444, -0.254, 4.472)  0.0000
H (2.607, 0.864, 2.627)  0.0000
H (2.569, 1.050, 4.355)  0.0000
H (1.382, 2.973, 3.973)  -0.0003
H (0.018, 1.918, 3.666)  0.0001
H (1.868, 2.989, 1.690)  0.0001
H (0.313, 4.487, 1.049)  0.0000
H (0.316, 4.522, 2.805)  -0.0003
H (-1.994, 4.452, 1.952)  -0.0003
H (-1.666, 2.966, 2.828)  0.0000
H (-1.365, 3.375, -0.028)  0.0001
H (-3.090, 1.987, -0.552)  0.0003
H (-3.639, 3.372, 0.379)  -0.0001
C (-1.766, 4.045, -2.247)  -0.0021
P (-1.021, 2.379, -2.395)  -0.0149
C (-2.244, 1.498, -3.425)  -0.0006
C (0.344, 2.715, -3.564)  -0.0013
C (1.204, 1.480, -3.770)  -0.0009
P (2.035, 0.948, -2.226)  -0.0161
C (2.824, -0.588, -2.813)  -0.0017
C (3.444, 2.104, -2.092)  -0.0008
H (-1.886, 4.461, -3.249)  -0.0005
H (-1.126, 4.726, -1.681)  0.0000
H (-2.751, 4.007, -1.784)  0.0000
H (-2.432, 2.069, -4.336)  -0.0002
H (-3.186, 1.383, -2.889)  0.0000
H (-1.886, 0.506, -3.700)  0.0000
H (0.934, 3.549, -3.173)  0.0000
H (-0.094, 3.053, -4.506)  -0.0003
H (1.973, 1.655, -4.525)  -0.0003
H (0.601, 0.641, -4.130)  0.0000
H (3.329, -0.379, -3.758)  -0.0004
H (2.075, -1.362, -2.980)  0.0000
H (3.560, -0.957, -2.102)  0.0000
H (3.909, 2.227, -3.071)  -0.0003
H (4.191, 1.700, -1.408)  0.0000
H (3.137, 3.083, -1.725)  0.0001
C (3.999, -1.814, 0.557)  -0.0002
C (3.027, -0.850, 0.387)  -0.0008
N (1.774, -1.154, 0.012)  -0.0158
C (1.459, -2.435, -0.211)  -0.0001
C (2.366, -3.484, -0.066)  -0.0001
C (3.661, -3.142, 0.328)  0.0005
C (2.047, -4.903, -0.286)  0.0000
C (0.926, -5.563, -0.594)  -0.0001
C (-0.475, -5.165, -0.844)  0.0000
C (-1.378, -6.162, -1.183)  0.0000
C (-2.695, -5.794, -1.410)  0.0000
N (-3.096, -4.527, -1.322)  0.0000
C (-2.161, -3.651, -0.998)  0.0000
N (-0.878, -3.886, -0.745)  -0.0001
H (5.000, -1.536, 0.856)  -0.0001
H (3.265, 0.202, 0.525)  0.0001
H (0.444, -2.664, -0.519)  0.0001
H (4.405, -3.918, 0.459)  0.0000
H (2.916, -5.541, -0.156)  0.0000
H (1.062, -6.636, -0.683)  0.0000
H (-1.070, -7.195, -1.265)  0.0000
H (-3.447, -6.528, -1.672)  0.0000
H (-2.486, -2.614, -0.931)  0.0000

## Properties
total charge: +3
E_LUMO (spin up / spin down): -0.319 / -0.307 Ha
frontier orbital gap (spin up / spin down): 7.521 / 7.847 eV
spin multiplicity: 7
E_HOMO (spin up / spin down): -16.2 / -16.2 eV

***

Copy entry 1 word for word.
Entry from OMol25: a 2-piece molecular cluster, C5H4N2O overall in a non-equilibrium geometry (ωB97M-V/def2-TZVPD).

Last column: Mulliken charge in e.
Cartesian coordinates (Å):
C (0.724, -0.308, 0.287)  0.9446
C (0.117, -1.455, 0.190)  -0.7195
C (-1.344, 0.145, -0.379)  -0.5278
C (-0.080, 0.729, -0.150)  0.3841
C (0.481, 2.015, -0.305)  -0.0519
H (1.938, 1.256, 1.268)  0.4036
H (0.434, -2.489, 0.532)  0.3214
H (-1.819, -1.994, -0.175)  0.2420
H (-2.233, 0.307, -1.220)  0.2295
N (-1.226, -1.196, 0.006)  -0.0428
N (1.094, 2.941, -0.718)  -0.4883
O (1.913, 0.048, 0.663)  -0.6949

## Properties
E_LUMO: -0.006 Ha
frontier orbital gap: 8.469 eV
E_HOMO: -8.6 eV